Molecular formula: C18H30Br4EuN4O2S3
Method: DFT, the ωB97M-V functional and the def2-TZVPD basis

Structure (XYZ):
```
62
Properties=species:S:1:pos:R:3
Eu 0.04969 -0.37686 0.37098
N 1.48433 -2.71582 -0.02101
C 1.08479 -3.16770 -1.36193
C -0.40335 -3.47539 -1.36585
N -1.23586 -2.38642 -0.83717
C -1.92108 -1.65384 -1.91230
C -0.97470 -1.04719 -2.93675
N 0.02689 -0.17198 -2.30895
C -2.22857 -2.87726 0.13043
C -1.63571 -3.41224 1.42336
N -0.82769 -2.40448 2.12629
H 2.49002 -2.58410 0.00862
H 1.27355 -3.44284 0.65598
H 1.62880 -4.06158 -1.69147
H 1.30850 -2.36580 -2.06456
H -0.56407 -4.36564 -0.75332
H -0.72595 -3.74868 -2.37810
H -2.51800 -0.86232 -1.45037
H -2.61248 -2.32453 -2.44603
H -1.58968 -0.52557 -3.67613
H -0.45423 -1.84231 -3.47467
H -0.39304 0.72522 -2.06629
H 0.75975 0.04548 -2.97550
H -2.85718 -3.65828 -0.32740
H -2.87954 -2.04053 0.38742
H -1.00955 -4.28742 1.23377
H -2.47689 -3.76720 2.02691
H -0.37149 -2.83479 2.92257
H -1.45035 -1.68245 2.48698
C 3.64031 2.31307 -0.92065
C 4.28176 0.92876 -0.72731
S 3.53706 -0.17960 0.47283
C 3.93096 0.58654 2.05233
C 3.13537 1.83689 2.43135
S 1.35161 1.60496 2.37266
C 0.81697 3.16195 1.64149
C 1.43365 3.57879 0.29486
S 1.83587 2.28388 -0.90914
H 3.98149 2.71033 -1.87868
H 3.99139 3.00475 -0.15742
H 5.34315 1.03683 -0.49230
H 4.22781 0.35921 -1.65819
H 5.00123 0.80512 2.08326
H 3.75285 -0.20395 2.78475
H 3.38086 2.65926 1.76777
H 3.42066 2.13800 3.44030
H 0.98874 3.96142 2.36447
H -0.25775 3.03857 1.53547
H 2.34345 4.15876 0.45000
H 0.71695 4.24014 -0.19063
Br -6.63666 2.12985 1.04141
C -4.80182 2.03056 0.61128
C -4.22313 2.94342 -0.25230
Br -5.24140 4.33234 -1.02073
C -2.85600 2.82153 -0.56581
Br -1.98643 3.97930 -1.78208
C -2.05865 1.81124 -0.03531
O -0.80631 1.61680 -0.34395
C -2.64349 0.90004 0.90707
O -1.85640 -0.00837 1.42179
C -4.00592 1.01420 1.17610
Br -4.71505 -0.28207 2.35982
```

Its multiplicity is 8. As for the maximum force: 0.0517 Eh/bohr. For the HOMO-LUMO gap (alpha / beta), the calculation gives 5.62 / 6.51 eV. As for the HOMO energy (alpha / beta): -5.66 / -6.55 eV. For the relative energy (zero: lowest compared OMol25 entry of this formula, charge and spin), the calculation gives 0.1441 eV.

Atom charges from the Löwdin analysis, given in e for atoms 1 to 4: atom 1 (Eu): 1.4213, atom 2 (N): -0.0652, atom 3 (C): -0.2510, atom 4 (C): -0.1888

Molecular formula: C4H3AlO
Method: DFT, the ωB97M-V functional and the def2-TZVPD basis

Structure (XYZ):
```
9
Properties=species:S:1:pos:R:3
C 1.12448 0.42871 1.04250
C 0.57770 -0.87930 0.52984
C -0.05745 0.17997 0.03191
C -1.07444 0.32951 -0.94240
O -1.54713 -0.69435 -1.49053
Al -0.50526 -2.18672 -0.74490
H 0.89854 0.73239 2.07190
H 2.09668 0.77425 0.66944
H -1.51313 1.31555 -1.16775
```

The total charge is +1. Its multiplicity is 2. As for the maximum force: 0.0508 Eh/bohr. For the HOMO-LUMO gap (alpha / beta), the calculation gives 7.23 / 7.75 eV. As for the HOMO energy (alpha / beta): -13.72 / -15.03 eV.

Atom charges from the Löwdin analysis, given in e for atoms 1 to 4: atom 1 (C): 0.0060, atom 2 (C): -0.0644, atom 3 (C): -0.2115, atom 4 (C): -0.1039

Molecular formula: BF4H22O11
Method: DFT, the ωB97M-V functional and the def2-TZVPD basis

Structure (XYZ):
```
38
Properties=species:S:1:pos:R:3
B -0.15988 -0.11945 -0.36635
F -0.28215 1.23181 0.02630
F -1.45641 -0.63175 -0.54519
F 0.61368 -0.12652 -1.53042
F 0.52186 -0.83020 0.63875
O -0.28516 3.89853 2.37969
H -0.99721 3.27552 2.13803
H -0.16954 4.44504 1.59783
O 2.07504 2.75692 0.01863
H 1.24174 2.30133 -0.19613
H 2.55020 2.13421 0.57528
O -0.38042 -0.04968 -4.60583
H 0.37197 0.17930 -5.15753
H -0.04425 -0.74740 -4.01940
O -0.35879 -3.12020 -1.46967
H -0.56913 -2.19758 -1.26133
H 0.32712 -3.05609 -2.15229
O 1.34466 -2.14239 -3.57566
H 1.92194 -1.51947 -3.09406
H 1.93753 -2.84291 -3.86810
O -3.19823 1.45249 -1.10169
H -2.41864 0.87351 -1.02634
H -3.01938 2.18552 -0.49828
O 2.23837 -2.32864 3.30877
H 2.03414 -3.19264 3.68224
H 1.67339 -2.26304 2.52468
O 2.89442 -1.55618 -1.15410
H 1.98970 -1.41957 -0.82316
H 3.00371 -2.51283 -1.18011
O -2.44143 0.06203 2.05290
H -2.44938 -0.21763 1.12187
H -1.60638 -0.28376 2.41341
O -2.81205 2.82758 1.67566
H -3.65430 2.86578 2.13607
H -2.50042 1.90362 1.80950
O 0.36146 -0.22286 3.29266
H 0.93865 -0.78999 3.82047
H 0.76359 -0.22243 2.41289
```

The total charge is -1. As for the maximum force: 0.0335 Eh/bohr. For the HOMO-LUMO gap, the calculation gives 9.93 eV. As for the HOMO energy: -7.57 eV. For the relative energy (zero: lowest compared OMol25 entry of this formula, charge and spin), the calculation gives 0.1833 eV.

Atom charges from the Löwdin analysis, given in e for atoms 1 to 4: atom 1 (B): -1.2439, atom 2 (F): 0.1174, atom 3 (F): 0.1131, atom 4 (F): 0.1441

Molecular formula: H4N2OS2
Method: DFT, the ωB97M-V functional and the def2-TZVPD basis

Structure (XYZ):
```
9
Properties=species:S:1:pos:R:3
N 1.09279 1.86161 0.74871
N -1.13624 -0.52762 0.03887
O 1.50324 0.15970 -0.93572
S 1.07421 0.34194 0.44644
S -0.72985 -1.87133 -0.90083
H 0.47777 -1.57384 -0.94394
H 1.07436 2.06654 1.66116
H -1.35696 0.30682 -0.62046
H -1.99931 -0.76381 0.50577
```

As for the maximum force: 0.1062 Eh/bohr. For the HOMO-LUMO gap, the calculation gives 9.20 eV. As for the HOMO energy: -9.23 eV. For the relative energy (zero: lowest compared OMol25 entry of this formula, charge and spin), the calculation gives 1.1441 eV.

Atom charges from the Löwdin analysis, given in e for atoms 1 to 4: atom 1 (N): -0.2528, atom 2 (N): -0.5290, atom 3 (O): -0.5228, atom 4 (S): 0.8240

Molecular formula: C9H11N3O
Method: DFT, the ωB97M-V functional and the def2-TZVPD basis

Structure (XYZ):
```
24
Properties=species:S:1:pos:R:3
C -1.28552 1.53043 -1.22959
C -1.54197 0.24067 -0.42845
N -2.74761 -0.33926 -0.39034
C -2.80369 -1.53649 0.17696
C -1.75684 -2.19118 0.62626
N -0.50667 -1.62759 0.72230
C -0.47999 -0.44184 0.14073
C 1.21183 0.35416 0.34537
C 0.84476 1.38362 1.33269
C 2.01553 0.47958 -0.94593
C 2.74481 -0.77305 -0.46725
O 3.62878 -1.47413 -0.87869
N 2.03236 -0.72243 0.74696
H -0.25152 1.72665 -1.11488
H -1.48929 1.29882 -2.33088
H -2.06478 2.13483 -0.73077
H -3.86476 -2.06950 0.19594
H -1.82367 -3.27334 1.02971
H 1.41874 1.49467 2.14998
H -0.07943 1.14333 1.88720
H 0.66383 2.43605 0.77663
H 2.65888 1.37709 -1.14942
H 1.58096 0.26803 -1.91602
H 1.89528 -1.41912 1.45148
```

The SMILES is Cc1nccnc1[C@]1(C)CC(=O)N1. As for the maximum force: 0.1126 Eh/bohr. For the HOMO-LUMO gap, the calculation gives 9.28 eV. As for the HOMO energy: -9.04 eV. For the relative energy (zero: lowest compared OMol25 entry of this formula, charge and spin), the calculation gives 2.4855 eV.

Atom charges from the Löwdin analysis, given in e for atoms 1 to 4: atom 1 (C): -0.0060, atom 2 (C): -0.2947, atom 3 (N): 0.1228, atom 4 (C): -0.1925

Molecular formula: C5H16NO
Method: DFT, the ωB97M-V functional and the def2-TZVPD basis

Structure (XYZ):
```
23
Properties=species:S:1:pos:R:3
C 0.41375 0.42544 2.16060
C 1.10307 -0.56108 1.14990
C 1.35863 0.01451 -0.15973
C 0.78516 -0.52108 -1.44654
C 0.72107 -2.07222 -1.45376
N -3.38211 0.70321 0.40781
H -0.59288 0.74434 1.91669
H 0.50000 -0.13607 3.08785
H 0.52371 -1.45097 1.08382
H 2.09096 -0.79405 1.61123
H 2.31322 0.56981 -0.21420
H 0.11622 1.63354 -0.41001
H 1.30747 -0.06337 -2.28128
H -0.23514 -0.16960 -1.43220
H 1.78056 -2.35101 -1.58243
H 0.31826 -2.43348 -0.53319
H 0.14448 -2.41438 -2.35010
H 0.99632 1.32909 2.27427
H -3.33350 -0.29339 0.11523
H -4.12874 1.17855 -0.12840
H 0.22139 3.02764 -1.09955
H -2.61871 1.31580 0.11467
O -0.40319 2.31878 -0.83068
```

The total charge is +1. As for the maximum force: 0.0648 Eh/bohr. For the HOMO-LUMO gap, the calculation gives 5.53 eV. As for the HOMO energy: -12.80 eV. For the relative energy (zero: lowest compared OMol25 entry of this formula, charge and spin), the calculation gives 4.0820 eV.

Atom charges from the Löwdin analysis, given in e for atoms 1 to 4: atom 1 (C): -0.0113, atom 2 (C): -0.1797, atom 3 (C): 0.1041, atom 4 (C): -0.1750